The following is a DFT calculation (ωB97M-V/def2-TZVPD) of C39H59CuF6N8P as an isolated structure.

Calculated values
2S+1: 2
LUMO level (spin up / spin down) (eV): -0.08 / -0.09

Geometry (Å):
C -3.178 -12.417 17.119
C -4.372 -11.432 16.687
C -4.800 -10.477 17.811
C -4.795 -11.008 19.222
N -4.915 -9.829 20.265
C -5.248 -10.435 21.665
C -6.805 -10.614 21.696
C -7.369 -9.629 20.683
C -6.178 -8.925 20.058
C -3.560 -8.945 20.284
C -2.259 -9.724 20.604
C -0.989 -8.948 20.250
H -3.440 -13.174 17.858
H -2.371 -11.914 17.653
H -2.648 -13.035 16.395
H -5.154 -12.051 16.247
H -4.174 -10.902 15.756
H -5.827 -10.191 17.587
H -4.240 -9.568 17.591
H -3.912 -11.581 19.506
H -5.710 -11.575 19.395
H -4.978 -9.634 22.354
H -4.748 -11.397 21.774
H -7.158 -10.452 22.714
H -6.906 -11.641 21.345
H -7.996 -8.867 21.147
H -8.044 -10.003 19.914
H -5.887 -8.045 20.632
H -6.366 -8.602 19.035
H -3.814 -8.186 21.024
H -3.555 -8.422 19.328
H -2.061 -10.632 20.035
H -2.321 -10.006 21.655
H -0.848 -7.935 20.629
H -0.906 -8.817 19.171
H -0.053 -9.416 20.556
Cu -1.359 -4.812 22.149
P -5.110 -4.982 22.987
F -4.298 -4.011 23.981
F -5.080 -6.272 24.054
F -6.561 -4.598 23.642
F -5.882 -6.100 21.978
F -5.096 -3.735 21.857
F -3.682 -5.370 22.332
N -2.636 -1.664 23.047
C -1.561 -1.754 23.925
C -0.456 -2.238 23.206
C -0.941 -2.421 21.870
C -2.269 -2.289 21.857
H -3.578 -1.349 23.228
H -1.518 -1.404 24.946
H 0.534 -2.295 23.633
H -0.347 -2.737 21.025
H -2.969 -2.492 21.060
N -9.070 -6.065 24.342
C -8.681 -7.343 24.077
C -9.819 -8.198 24.386
C -10.763 -7.380 25.033
C -10.340 -6.045 24.831
H -8.474 -5.313 24.026
H -7.651 -7.601 23.884
H -9.865 -9.274 24.304
H -11.699 -7.655 25.497
H -10.870 -5.133 25.063
N -5.333 -2.426 26.153
C -5.485 -1.290 25.441
C -4.592 -0.301 26.026
C -4.021 -0.923 27.152
C -4.482 -2.137 27.168
H -5.833 -3.302 26.115
H -6.248 -1.294 24.677
H -4.491 0.661 25.547
H -3.188 -0.632 27.776
H -4.432 -2.882 27.949
N -2.106 -6.470 24.235
C -1.279 -7.310 23.643
C 0.031 -6.850 23.781
C -0.057 -5.658 24.564
C -1.399 -5.478 24.810
H -3.088 -6.619 24.419
H -1.517 -8.264 23.196
H 0.930 -7.318 23.407
H 0.787 -5.078 24.909
H -1.822 -4.733 25.467
N -1.978 -5.742 18.580
C -1.829 -6.458 17.424
C -3.029 -6.585 16.790
C -3.973 -6.198 17.713
C -3.330 -5.491 18.743
H -1.211 -5.468 19.178
H -0.793 -6.604 17.153
H -3.153 -7.078 15.837
H -5.049 -6.235 17.633
H -3.786 -4.968 19.571
N -7.839 -2.438 22.121
C -8.458 -2.198 20.897
C -9.367 -1.171 21.136
C -9.428 -0.966 22.505
C -8.492 -1.819 23.104
H -7.056 -3.037 22.338
H -8.014 -2.544 19.975
H -9.804 -0.554 20.365
H -10.039 -0.267 23.057
H -8.167 -2.061 24.105
N -5.141 1.290 18.667
C -4.422 1.847 19.699
C -4.284 0.864 20.616
C -5.053 -0.245 20.232
C -5.507 0.007 18.968
H -5.516 1.753 17.852
H -4.111 2.881 19.660
H -3.818 0.932 21.587
H -5.261 -1.188 20.715
H -6.089 -0.496 18.210